Record 1
Molecular formula: C6H9N
Method: DFT, the ωB97M-V functional and the def2-TZVPD basis

Atoms and positions in Å:
C  0.4178  -0.3088  1.6997
C  -0.2671  0.7435  0.8442
C  0.3910  1.0635  -0.4756
C  0.4041  -0.8739  -1.5001
C  -1.1902  0.3687  -0.2385
C  -0.9412  -0.8807  -0.9629
N  -1.5659  -1.9123  -1.1995
H  0.7869  -1.1625  1.1227
H  1.2708  0.1373  2.2213
H  -0.2686  -0.7085  2.4530
H  -0.5858  1.6034  1.4174
H  0.2516  2.0138  -0.9680
H  0.6077  -0.5862  -2.5204
H  1.4669  0.8230  -0.4081
H  1.2059  -1.3629  -0.9692
H  -2.0497  1.0161  -0.4383

LUMO energy (spin up / spin down): 0.3 / 0.5 eV

Charge distribution, Mulliken scheme, values in e: number 1, C, carries -1.3458; number 2, C, carries 0.4621; number 3, C, carries -0.9975; number 4, C, carries -0.7987; number 5, C, carries -0.3774; number 6, C, carries 0.5091; number 7, N, carries -0.7186; number 8, H, carries 0.2753; number 9, H, carries 0.3749; number 10, H, carries 0.3330; number 11, H, carries 0.4412; number 12, H, carries 0.3043; number 13, H, carries 0.3332; number 14, H, carries 0.4147; number 15, H, carries 0.4278; number 16, H, carries 0.3625

=====

Record 2
Molecular formula: C36H43BCaGeN10
Method: DFT, the ωB97M-V functional and the def2-TZVPD basis

Atoms and positions in Å:
Ca  0.9537  0.0971  0.4584
C  -2.8522  2.6555  1.4036
C  -2.1372  1.6039  0.8277
N  -1.0332  1.3297  1.5151
N  -1.0135  2.2098  2.5511
C  -2.0953  3.0004  2.5017
B  0.0243  2.2063  3.6957
N  1.4673  2.2993  3.1611
C  2.2791  3.3543  3.3205
C  3.4660  3.1076  2.6655
C  3.2754  1.8393  2.1205
N  2.0795  1.3400  2.4247
N  -0.1722  1.0305  4.6774
C  -0.5807  1.1562  5.9535
C  -0.7101  -0.1021  6.5001
C  -0.3543  -0.9544  5.4444
N  -0.0358  -0.2693  4.3550
H  -3.7756  3.0906  1.0657
H  -2.3683  1.0238  -0.0519
H  -2.2353  3.7495  3.2625
H  -0.1673  3.2125  4.3411
H  1.9352  4.2005  3.8908
H  4.3187  3.7529  2.5590
H  3.9447  1.3070  1.4611
H  -0.7404  2.1351  6.3706
H  -1.0089  -0.3603  7.5000
H  -0.3185  -2.0331  5.4176
N  2.4402  -1.2612  -1.3360
C  2.7384  -2.5556  -0.7393
C  3.6285  -2.3519  0.4763
N  3.0302  -1.4549  1.4670
C  2.5778  -2.0948  2.6993
C  1.3261  -2.9221  2.4759
N  0.2630  -2.0787  1.9398
H  1.7673  -1.3260  -2.0913
H  3.2629  -0.8032  -1.7090
H  3.2220  -3.2612  -1.4299
H  1.7862  -2.9961  -0.4349
H  4.5864  -1.9299  0.1528
H  3.8608  -3.3231  0.9323
H  3.6567  -0.6982  1.6950
H  2.3599  -1.3026  3.4182
H  3.3589  -2.7420  3.1275
H  1.0571  -3.4031  3.4265
H  1.5378  -3.7257  1.7629
H  -0.0099  -1.4061  2.6640
H  -0.5699  -2.6046  1.7041
N  1.8767  1.7045  -0.8450
C  2.7916  2.5407  -1.3313
C  2.4511  3.8620  -1.7289
C  3.4112  4.7148  -2.2296
C  4.7466  4.3285  -2.3719
C  5.0873  3.0423  -1.9811
C  4.1496  2.1594  -1.4637
H  1.4219  4.1831  -1.6383
H  3.1065  5.7138  -2.5264
H  5.4871  5.0070  -2.7724
H  6.1161  2.7047  -2.0714
H  4.4551  1.1673  -1.1516
C  -0.5966  -3.0881  -2.0981
Ge  -0.9749  -1.2399  -1.4215
C  -0.9161  -0.2194  -3.1644
C  -0.5197  -0.8123  -4.3666
C  -0.3583  -0.0743  -5.5366
C  -0.5910  1.2916  -5.5316
C  -0.9685  1.9106  -4.3465
C  -1.1145  1.1641  -3.1864
C  -2.9311  -1.5308  -0.9773
C  -3.2249  -1.4407  0.3609
C  -4.5137  -1.7071  0.8915
C  -5.5265  -2.0758  0.0636
C  -5.2967  -2.1884  -1.3329
C  -6.3471  -2.5685  -2.2092
C  -6.1375  -2.6700  -3.5519
C  -4.8561  -2.3944  -4.0818
C  -3.8314  -2.0317  -3.2568
C  -4.0097  -1.9137  -1.8512
H  -1.3318  -3.3929  -2.8475
H  -0.6574  -3.7881  -1.2614
H  0.3950  -3.1912  -2.5461
H  -0.3424  -1.8811  -4.4072
H  -0.0458  -0.5674  -6.4506
H  -0.4643  1.8746  -6.4358
H  -1.1239  2.9824  -4.3206
H  -1.3674  1.6867  -2.2694
H  -2.4546  -1.1166  1.0535
H  -4.6865  -1.6029  1.9563
H  -6.5195  -2.2750  0.4517
H  -7.3221  -2.7752  -1.7823
H  -6.9486  -2.9594  -4.2090
H  -4.6830  -2.4646  -5.1485
H  -2.8600  -1.8100  -3.6688

charge: -1
2S+1: 2
LUMO energy (spin up / spin down): 2.4 / 2.4 eV

Charge distribution, Mulliken scheme, values in e: number 1, Ca, carries 2.3973; number 2, C, carries -1.8900; number 3, C, carries -0.6309; number 4, N, carries 0.6522; number 5, N, carries -0.4390; number 6, C, carries -0.0282; number 7, B, carries 0.0830; number 8, N, carries -0.4681; number 9, C, carries -0.1752; number 10, C, carries -1.3974; number 11, C, carries 0.1673; number 12, N, carries 0.5480; number 13, N, carries -0.1565; number 14, C, carries -0.1810; number 15, C, carries -1.2133; number 16, C, carries -0.2259; number 17, N, carries -0.0908; number 18, H, carries 0.4372; number 19, H, carries 0.8128; number 20, H, carries 0.4529; number 21, H, carries -0.2397; number 22, H, carries 0.4404; number 23, H, carries 0.4023; number 24, H, carries 0.0644; number 25, H, carries 0.4380; number 26, H, carries 0.3945; number 27, H, carries 0.3963; number 28, N, carries -0.3357; number 29, C, carries 0.0459; number 30, C, carries -1.3576; number 31, N, carries 0.2324; number 32, C, carries -0.8866; number 33, C, carries -0.9105; number 34, N, carries 0.0581; number 35, H, carries -0.0318; number 36, H, carries 0.2365; number 37, H, carries 0.4561; number 38, H, carries -0.0089; number 39, H, carries 0.4963; number 40, H, carries 0.3088; number 41, H, carries 0.0858; number 42, H, carries 0.3910; number 43, H, carries 0.4250; number 44, H, carries 0.4807; number 45, H, carries 0.4016; number 46, H, carries 0.3235; number 47, H, carries 0.2315; number 48, N, carries -1.1080; number 49, C, carries 0.1621; number 50, C, carries -0.6990; number 51, C, carries -0.3008; number 52, C, carries -0.6146; number 53, C, carries -0.6776; number 54, C, carries -0.0856; number 55, H, carries 0.3985; number 56, H, carries 0.3259; number 57, H, carries 0.3593; number 58, H, carries 0.3347; number 59, H, carries 0.1976; number 60, C, carries -1.6949; number 61, Ge, carries 1.4461; number 62, C, carries -0.0507; number 63, C, carries 0.1124; number 64, C, carries -0.7450; number 65, C, carries -0.4813; number 66, C, carries -0.6344; number 67, C, carries -0.2634; number 68, C, carries -1.2317; number 69, C, carries 0.3387; number 70, C, carries -1.2192; number 71, C, carries -0.9461; number 72, C, carries 1.0021; number 73, C, carries -0.8141; number 74, C, carries -0.4799; number 75, C, carries -1.0423; number 76, C, carries -0.0543; number 77, C, carries 0.8306; number 78, H, carries 0.5344; number 79, H, carries 0.3551; number 80, H, carries 0.4462; number 81, H, carries 0.2494; number 82, H, carries 0.3822; number 83, H, carries 0.3383; number 84, H, carries 0.3782; number 85, H, carries 0.2321; number 86, H, carries 0.3731; number 87, H, carries 0.4559; number 88, H, carries 0.3134; number 89, H, carries 0.3492; number 90, H, carries 0.3662; number 91, H, carries 0.4245; number 92, H, carries 0.2438

=====

Q: What is the formula in the first record?
A: C6H9N